1.
12
Properties=species:S:1:pos:R:3:forces:R:3 method="wB97M-V/def2-TZVPD" fmax_ev_per_a=1.2 total_charge=-1 orbital_gap_ev=7.294
O 1.996825 -0.855985 0.664489 0.1 -0.4 0.7
P 1.221159 -0.014157 -0.481361 0.0 -0.3 -1.1
O 1.711380 1.499842 -0.175964 0.1 0.7 0.4
S 1.881364 -0.565296 -2.227257 0.1 0.1 -0.1
Sb -1.352565 -0.142221 -0.045237 -0.9 0.0 0.1
H 1.407666 -0.950481 1.427439 0.0 -0.1 0.0
H 1.293418 1.777384 0.655737 0.0 0.2 -0.3
H -0.926343 -0.509527 1.662048 0.2 -0.1 0.1
H -1.312900 1.586099 0.384395 0.1 0.0 0.1
H -1.633908 0.295911 -1.719609 0.1 0.0 0.0
H -1.212043 -1.840042 -0.463371 0.0 0.0 0.0
H -3.074054 -0.281526 0.318692 0.1 0.1 0.0

***

2.
10
Properties=species:S:1:pos:R:3:forces:R:3 method="wB97M-V/def2-TZVPD" e_above_lowest_kj_mol=42.6 fmax_ev_per_a=2.1 total_charge=+1 orbital_gap_ev=13.309
O 1.788674 -0.931395 -1.098924 0.9 0.0 -0.2
H 2.004545 -0.730481 -2.021357 -0.4 0.1 0.0
H 2.659973 -1.202633 -0.749531 -0.6 0.1 0.1
O -1.740193 1.310081 0.506291 1.3 0.6 1.6
H -2.587013 1.402795 0.097580 -1.0 -0.2 -0.6
H -1.735231 1.899226 1.280865 -0.2 0.0 -0.4
O -0.265594 -0.601140 0.427378 0.5 0.3 0.8
H -0.875409 0.253553 0.766418 0.2 -0.8 -1.7
H 0.403867 -0.484116 -0.318921 -0.2 0.2 -0.3
H 0.346381 -0.915890 1.110200 -0.4 -0.3 0.5